Molecular formula: C35H52AsFeP3Se
Method: DFT, ωB97M-V/def2-TZVPD

Each line ends with the Löwdin spin population.
Atoms and positions in Å:
Fe: 0.0574 0.4250 -0.0056  2.819
P: 0.2115 2.1140 1.3603  0.072
P: -2.1096 0.4062 -0.3419  0.022
P: 2.1401 -0.1540 -0.4323  0.044
H: -1.4578 -3.2189 -8.6569  0.000
C: -0.5977 -3.8773 -8.4829  0.000
C: -0.7608 -5.1358 -8.0430  0.000
H: -1.7581 -5.5485 -7.8483  0.000
C: 0.3796 3.7459 0.5112  0.023
C: -1.1408 2.4904 2.5541  0.014
C: 1.7098 2.1052 2.4324  0.020
C: -2.8105 -0.6681 -1.6432  0.011
C: -3.2374 0.0550 1.0649  0.014
C: -2.7764 2.0261 -0.9327  0.015
C: 2.3406 -1.4547 -1.7006  0.011
C: 3.3066 -0.8238 0.8105  0.017
C: 3.1450 1.2214 -1.1189  0.020
H: 0.3976 -3.4809 -8.7209  0.000
H: 0.0955 -5.8032 -7.8870  0.000
H: 0.4243 4.5149 1.2977  0.003
H: -0.4776 3.9323 -0.1498  0.000
H: 1.2959 3.7722 -0.0948  0.000
H: -0.8139 3.3668 3.1317  0.001
H: -1.3184 1.6534 3.2439  0.000
H: -2.0811 2.7252 2.0358  0.000
H: 1.6582 2.9968 3.0720  0.003
H: 2.6287 2.1352 1.8303  0.000
H: 1.7343 1.2018 3.0548  0.000
H: -3.9021 -0.5866 -1.6042  0.000
H: -2.5229 -1.7103 -1.4845  0.001
H: -2.4551 -0.3634 -2.6341  0.002
H: -4.1759 0.5952 0.9051  0.002
H: -2.8018 0.3725 2.0188  -0.001
H: -3.4303 -1.0195 1.1239  0.000
H: -3.8683 1.9341 -0.9507  -0.001
H: -2.4236 2.2487 -1.9490  0.014
H: -2.4971 2.8646 -0.2850  0.000
H: 3.4005 -1.7219 -1.7739  0.001
H: 1.9789 -1.1149 -2.6751  0.000
H: 1.7551 -2.3289 -1.3982  0.001
H: 4.3018 -0.9041 0.3548  0.002
H: 2.9567 -1.8120 1.1303  0.000
H: 3.3587 -0.1735 1.6881  0.000
H: 4.1882 0.8907 -1.1587  0.000
H: 3.0712 2.1164 -0.4932  0.000
H: 2.7981 1.4734 -2.1268  0.013
C: 0.1053 0.0255 -3.8202  0.090
C: -0.2084 -1.3378 -3.8294  0.048
C: -0.2996 -2.0386 -5.0450  0.007
C: -0.0013 -1.3938 -6.2474  0.088
C: 0.4066 -0.0557 -6.2417  -0.005
C: 0.4605 0.6509 -5.0363  0.067
Se: 0.0746 1.1849 -2.2323  0.649
H: -0.3185 -1.0985 0.0496  0.010
H: -0.3682 -1.8572 -2.8799  0.001
H: -0.5975 -3.0903 -5.0383  -0.001
H: -0.0710 -1.9482 -7.1870  0.004
H: 0.6829 0.4380 -7.1742  -0.001
H: 0.7759 1.6944 -5.0039  0.003
C: -1.9612 0.1181 6.6930  0.061
C: -0.6314 0.4158 6.3736  0.013
C: -0.1277 0.0967 5.1047  0.035
C: -0.9140 -0.6378 4.1969  0.139
C: -2.2643 -0.8906 4.5080  0.048
C: -2.7859 -0.5051 5.7509  0.010
As: -0.1422 -1.3154 2.4411  0.267
C: 1.3765 -2.3734 3.1298  0.090
C: 1.5690 -3.7137 2.7342  0.050
C: 2.7170 -4.4066 3.1416  0.007
C: 3.6720 -3.7726 3.9375  0.083
C: 3.4798 -2.4491 4.3544  0.011
C: 2.3419 -1.7431 3.9320  0.039
C: -1.2951 -2.8987 2.3981  0.024
C: -1.4357 -3.7461 3.5180  0.008
C: -2.3631 -4.7993 3.4743  0.002
C: -3.1663 -4.9776 2.3340  -0.001
C: -2.9768 -4.1736 1.2050  0.000
C: -1.9885 -3.1790 1.2100  -0.001
H: -2.3520 0.3765 7.6786  0.003
H: 0.0233 0.8882 7.1106  0.000
H: 0.8849 0.4228 4.8615  0.001
H: -2.9108 -1.4229 3.8023  0.002
H: -3.8315 -0.7128 5.9939  0.000
H: 0.8235 -4.2285 2.1234  0.001
H: 2.8609 -5.4469 2.8295  -0.001
H: 4.5829 -4.3045 4.2317  0.004
H: 4.2060 -1.9535 4.9994  0.000
H: 2.2362 -0.6990 4.2278  0.001
H: -0.8274 -3.5892 4.4191  0.000
H: -2.4670 -5.4670 4.3387  0.001
H: -3.9393 -5.7449 2.3305  0.000
H: -3.5960 -4.2953 0.3110  0.000
H: -1.7592 -2.5982 0.3125  0.000

* E_HOMO (alpha / beta): -15.06 / -15.06 eV
* multiplicity: 6
* frontier orbital gap (alpha / beta): 6.53 / 2.84 eV
* <S²>: 8.845
* energy relative to the best compared isomer or geometry (same formula, charge and spin): 0.8970 eV
* LUMO level (alpha / beta): -8.53 / -12.22 eV
* net charge: +3
* maximum force: 4.2 eV/Å